Model i:
This record from the OMol25 dataset describes a molecular structure, C7H7NO. The level of theory is ωB97M-V/def2-TZVPD.

The geometry in XYZ format:
```
16
Properties=species:S:1:pos:R:3:lowdin_charge:R:1
C -1.64474 1.87942 0.38890 -0.015
C -2.15512 1.33894 1.63251 -0.128
C 0.30005 0.84448 -0.52060 -0.004
C -0.19444 1.88923 0.38579 -0.107
C -1.14530 0.58475 2.26596 0.001
C 0.36864 -0.12789 0.36637 -0.348
C -0.87431 -1.99844 -0.25396 -0.013
N 0.04544 0.82674 1.41831 -0.071
O 0.25133 -1.40944 0.42383 -0.055
H -2.28405 2.19311 -0.36680 0.081
H -3.19193 1.32347 1.99911 0.079
H 0.78980 0.98084 -1.52304 0.131
H -1.06924 -2.84226 0.34426 0.071
H -0.40972 -2.34073 -1.26640 0.128
H -1.70292 -1.24339 -0.33472 0.112
H 0.72797 1.01056 2.08695 0.139
```

Kohn-Sham gap   8.05 eV
Charge   0
HOMO level   -8.0 eV
LUMO   0.02 eV



Model ii:
This record from the OMol25 dataset describes C7H7NO in the gas phase. The level of theory is ωB97M-V/def2-TZVPD.

The geometry in XYZ format:
```
16
Properties=species:S:1:pos:R:3:lowdin_charge:R:1
C 3.02549 0.17973 -0.22034 0.075
C 1.69032 -0.09678 -0.00865 -0.317
C 1.19394 -1.37557 0.22677 -0.074
C -0.21890 -1.42570 0.14114 -0.082
N -0.80161 -0.24500 -0.08438 -0.024
C -2.09321 0.31451 0.00119 -0.224
O -3.16249 -0.30689 -0.19249 0.018
C 0.41466 0.66353 -0.10300 -0.153
C 0.15328 2.04066 0.25558 0.098
H 3.33445 1.22679 -0.61196 0.093
H 3.74713 -0.52277 -0.24898 0.007
H 1.93771 -2.30639 0.52956 0.173
H -0.81362 -2.39515 -0.06858 0.158
H -2.19818 1.38506 0.06970 0.094
H 0.91898 2.82255 0.05015 0.065
H -1.00877 2.15778 0.65450 0.093
```

Kohn-Sham gap   7.32 eV
Charge   0
Structure (SMILES)   C=c1ccn(C=O)c1=C
HOMO level   -7.7 eV
LUMO   -0.41 eV



Pick the most stable structure from those above. Pick: model ii